(1)
C3H8N3 | ωB97M-V/def2-TZVPD

Structure (XYZ):
```
14
Properties=species:S:1:pos:R:3:forces:R:3
H -3.298 1.475 0.059 -0.7 -0.7 0.3
N -2.478 0.896 0.020 1.1 -0.3 -0.1
C -2.375 -0.348 0.076 0.4 2.3 -0.6
N -1.057 -0.874 -0.103 2.4 2.0 0.2
C 0.065 -0.118 -0.067 -1.0 0.8 0.8
N 1.308 -0.472 -0.261 -0.8 0.5 1.3
C 2.332 0.472 0.140 2.2 1.0 0.8
H -3.089 -1.117 0.172 -1.0 -0.8 0.2
H -0.921 -1.765 -0.478 -0.2 -1.9 -0.4
H 0.012 0.966 0.235 -0.7 -1.3 -0.4
H 1.656 -1.385 -0.338 -0.2 -1.8 -0.4
H 2.400 0.817 1.279 -0.3 -1.3 -2.4
H 3.333 0.135 -0.272 -1.2 0.2 0.9
H 2.112 1.319 -0.461 0.1 1.3 -0.2
```
Forces are in eV/Å.

Values from the calculation:
SMILES string ... [H]/N=C/N/C=[NH+]/C
Orbital gap ... 10.3 eV
LUMO level ... -4.35 eV
Energy above the lowest of the compared OMol25 structures with the same formula, charge and spin ... 1.8239 eV
Total charge ... +1

How is the electron density shared among the atoms? According to Mulliken, the charges in e are:
1. H 0.262
2. N -0.498
3. C -0.030
4. N -0.115
5. C 0.104
6. N -0.102
7. C -0.938
8. H 0.406
9. H 0.238
10. H 0.369
11. H 0.269
12. H 0.298
13. H 0.331
14. H 0.408

***

(2)
C2H3NOS2 | ωB97M-V/def2-TZVPD

Structure (XYZ):
```
9
Properties=species:S:1:pos:R:3:forces:R:3
S -1.987 -2.163 -0.075 -1.2 0.1 -0.7
C -0.432 -1.926 -0.098 3.0 0.4 2.9
O 0.281 -0.716 0.260 -1.6 -2.2 -0.9
C -0.388 0.498 0.095 -3.1 -3.3 0.8
N 0.200 1.464 -0.303 3.3 5.1 -0.6
S 2.019 1.859 -0.301 -3.5 1.1 0.5
H 0.292 -2.807 0.055 -0.7 1.6 -0.9
H -1.562 0.592 0.308 2.7 -0.8 -0.6
H 1.577 3.199 0.060 1.1 -2.1 -0.7
```
Forces are in eV/Å.

Values from the calculation:
SMILES string ... S=CO/C=N\S
Orbital gap ... 8.8 eV
LUMO level ... -0.48 eV
Energy above the lowest of the compared OMol25 structures with the same formula, charge and spin ... 3.2378 eV

How is the electron density shared among the atoms? According to Mulliken, the charges in e are:
1. S -0.260
2. C 0.040
3. O -0.247
4. C 0.163
5. N -0.344
6. S -0.130
7. H 0.282
8. H 0.301
9. H 0.196

***

(3)
C8H14 | ωB97M-V/def2-TZVPD

Structure (XYZ):
```
22
Properties=species:S:1:pos:R:3:forces:R:3
C 0.040 -2.046 -0.123 0.2 0.2 -1.0
C -0.183 -0.729 -0.067 0.6 -0.8 1.0
C 0.189 -0.089 1.237 -0.8 0.9 -1.3
C -0.702 0.651 1.901 0.7 -0.6 1.2
C -0.549 0.967 3.382 1.0 0.1 -0.7
C -0.840 0.021 -1.197 -1.7 0.3 1.9
C -0.020 0.032 -2.448 1.5 1.1 -0.4
C 1.464 0.485 -2.203 -0.8 -1.4 1.1
H 0.715 -2.583 0.531 -0.4 0.1 0.4
H -0.338 -2.613 -0.963 0.1 -0.1 -0.2
H 1.199 -0.284 1.575 -0.1 -0.2 0.5
H -1.691 0.863 1.523 -0.1 -0.1 -0.5
H -0.477 0.026 3.931 -0.7 0.1 0.2
H -1.326 1.649 3.708 -0.1 -0.2 0.4
H 0.426 1.411 3.594 0.0 0.3 -0.1
H -1.879 -0.345 -1.242 0.3 -0.6 -0.9
H -1.124 1.012 -0.808 0.9 0.2 -0.4
H -0.004 -0.913 -2.983 -0.3 -0.1 0.0
H -0.333 0.859 -3.092 -0.7 -0.6 -0.3
H 1.927 0.043 -1.318 -0.4 -0.2 0.4
H 1.400 1.543 -1.977 0.8 0.3 -0.7
H 2.107 0.040 -2.960 0.0 1.1 -0.6
```
Forces are in eV/Å.

Values from the calculation:
SMILES string ... C=C(/C=C/C)CCC
Orbital gap ... 9.6 eV
LUMO level ... 1.09 eV
Energy above the lowest of the compared OMol25 structures with the same formula, charge and spin ... 2.0480 eV

How is the electron density shared among the atoms? According to Mulliken, the charges in e are:
1. C -0.869
2. C 0.400
3. C -0.352
4. C -0.097
5. C -1.181
6. C -0.939
7. C -0.489
8. C -1.097
9. H 0.305
10. H 0.285
11. H 0.375
12. H 0.328
13. H 0.292
14. H 0.326
15. H 0.298
16. H 0.442
17. H 0.321
18. H 0.368
19. H 0.343
20. H 0.284
21. H 0.321
22. H 0.335

***

(4)
C24H29ClN2O6 | ωB97M-V/def2-TZVPD

Structure (XYZ):
```
62
Properties=species:S:1:pos:R:3:forces:R:3
C 0.552 -44.306 -18.396 0.7 -1.3 1.3
C 1.444 -43.360 -19.260 -2.3 1.2 1.3
N 0.566 -43.184 -20.494 0.3 1.8 -2.8
C -0.387 -42.129 -20.815 3.0 -6.4 -6.5
C -0.783 -42.343 -22.144 0.9 -1.5 2.6
N -0.149 -43.564 -22.641 0.0 5.0 4.2
C 0.726 -43.885 -21.623 -1.4 -1.0 -1.3
C -0.159 -43.871 -24.051 -1.6 -5.4 1.6
H 1.077 -44.260 -17.355 -1.8 -0.2 -1.4
H 0.620 -45.371 -18.716 0.8 0.6 0.0
H -0.611 -44.265 -18.491 2.1 1.2 0.7
H 2.436 -43.777 -19.504 -0.7 0.1 -0.2
H 1.587 -42.324 -18.659 -0.5 -2.2 -1.9
H -0.716 -41.577 -20.113 -2.2 4.2 4.6
H -1.624 -41.854 -22.598 0.1 0.0 -0.5
H 1.298 -44.776 -21.805 1.0 -0.1 0.7
H -1.130 -43.525 -24.446 0.8 -0.2 -0.1
H -0.216 -45.176 -23.934 0.4 3.9 -1.3
H 0.722 -43.524 -24.515 0.7 0.2 -0.8
Cl 3.672 -46.001 -21.130 -0.7 0.1 0.1
C 7.085 -46.767 -19.238 1.2 -0.9 5.0
C 7.917 -47.082 -17.989 1.2 -0.1 -10.2
C 9.223 -47.377 -18.418 -0.8 0.9 4.7
C 9.726 -47.273 -19.701 -1.9 0.8 -1.9
C 8.913 -46.820 -20.727 -3.1 -0.5 2.9
C 7.525 -46.620 -20.490 -0.2 0.1 -1.2
O 6.678 -46.246 -21.545 0.7 -0.5 0.1
O 10.160 -47.535 -17.392 0.5 -0.7 3.0
H 6.085 -46.664 -18.988 -2.0 0.5 0.0
H 7.507 -46.838 -17.115 -1.1 0.3 3.7
H 10.664 -47.510 -20.078 2.0 -0.5 0.6
H 9.056 -46.689 -21.716 1.9 0.1 -3.1
H 5.692 -46.457 -21.506 1.5 0.3 0.8
H 9.848 -47.573 -16.360 0.3 0.2 -4.5
C 4.717 -43.085 -16.396 1.0 -3.3 -0.2
C 4.446 -44.046 -17.552 0.8 3.4 4.6
C 4.142 -45.315 -17.165 -0.9 -0.7 0.6
C 4.164 -45.747 -15.796 0.8 0.5 0.4
C 4.493 -44.862 -14.704 0.4 -0.2 -2.6
C 4.894 -43.559 -15.009 -2.2 1.3 -4.0
O 5.136 -42.540 -14.113 0.9 -2.3 2.9
O 3.697 -46.208 -18.067 -0.2 -1.9 1.0
H 5.045 -42.069 -16.522 -0.2 0.3 -0.5
H 4.457 -43.769 -18.584 0.1 0.4 -0.4
H 4.062 -46.848 -15.673 -0.3 1.0 0.2
H 4.520 -45.089 -13.667 -0.1 -1.0 0.7
H 5.364 -43.014 -13.210 -0.7 1.6 -2.6
H 3.476 -46.016 -18.994 0.6 0.8 -0.4
C 6.993 -50.685 -22.395 -0.7 3.1 3.7
C 5.715 -50.005 -22.024 2.8 -0.8 0.0
C 4.667 -50.015 -22.903 -1.1 -1.1 0.0
C 4.762 -50.896 -24.015 9.3 1.7 3.3
C 6.101 -51.413 -24.421 -2.9 -0.3 0.3
C 7.199 -51.270 -23.571 -0.9 -0.3 -2.9
O 8.438 -51.696 -23.997 0.3 -0.6 1.7
O 3.448 -49.403 -22.631 0.3 -0.7 -0.8
H 7.909 -50.526 -21.763 -1.2 -0.2 -0.3
H 5.595 -49.462 -21.059 0.5 -0.5 -0.8
H 4.084 -51.194 -24.590 -6.2 -1.8 -4.5
H 6.247 -52.095 -25.330 -0.6 1.2 1.3
H 8.657 -51.399 -24.864 -0.2 0.4 -0.9
H 3.417 -48.822 -21.859 0.7 0.0 -0.1
```
Forces are in eV/Å.

Values from the calculation:
Orbital gap ... 6.7 eV
LUMO level ... -0.47 eV
Energy above the lowest of the compared OMol25 structures with the same formula, charge and spin ... 0.9391 eV

How is the electron density shared among the atoms? According to Mulliken, the charges in e are:
1. C -0.942
2. C -0.099
3. N 0.294
4. C -0.498
5. C -0.435
6. N 0.208
7. C -0.096
8. C -0.824
9. H 0.286
10. H 0.283
11. H 0.342
12. H -0.084
13. H 0.258
14. H 0.570
15. H 0.360
16. H 0.281
17. H 0.320
18. H 0.317
19. H 0.322
20. Cl -0.847
21. C -0.031
22. C -1.047
23. C 0.966
24. C -0.933
25. C -0.590
26. C 0.250
27. O -0.466
28. O -0.609
29. H 0.448
30. H 0.572
31. H 0.445
32. H 0.544
33. H 0.175
34. H 0.332
35. C -1.014
36. C -0.158
37. C 0.555
38. C -0.595
39. C -0.488
40. C 0.630
41. O -0.552
42. O -0.523
43. H 0.374
44. H 0.726
45. H 0.347
46. H 0.289
47. H 0.323
48. H 0.029
49. C -0.524
50. C -0.257
51. C 0.452
52. C -0.814
53. C -0.344
54. C 0.449
55. O -0.567
56. O -0.498
57. H 0.279
58. H 0.321
59. H 0.638
60. H 0.258
61. H 0.326
62. H 0.268

***

(5)
C27H22BN4O8 | ωB97M-V/def2-TZVPD

Structure (XYZ):
```
62
Properties=species:S:1:pos:R:3:forces:R:3
N -2.556 -4.095 3.348 0.6 0.8 -0.5
C -1.890 -3.296 2.812 -0.3 -1.3 0.0
C -1.094 -2.356 2.140 0.3 1.1 1.7
C -0.282 -2.589 0.930 -1.1 -0.9 -1.2
C 0.499 -1.355 0.508 0.7 -0.4 1.5
N 1.822 -1.708 0.068 1.4 -0.8 -0.7
O 2.156 -2.905 0.219 0.1 1.9 -0.5
O 2.588 -0.863 -0.423 -0.8 -0.6 0.7
C 0.175 -0.048 0.836 0.0 -2.9 -0.7
C -0.722 0.068 1.881 -2.4 2.1 0.8
N -1.579 1.139 2.186 0.2 -2.9 -0.5
O -1.711 2.261 1.724 -0.1 0.0 0.2
O -2.583 0.605 3.006 0.9 1.8 0.2
N -2.322 -0.727 3.350 0.7 0.9 -0.2
C -1.257 -1.045 2.581 -2.0 -1.7 -0.4
H 0.296 -3.513 0.989 0.2 0.6 0.0
H 0.483 0.874 0.195 -0.9 -2.8 0.9
C 2.594 1.879 -3.121 0.6 -0.2 -0.9
C 1.792 2.219 -1.956 -1.5 0.8 1.3
C 0.619 2.970 -1.862 1.1 -0.4 -0.5
C 0.218 2.953 -0.532 0.8 -2.0 1.6
C 1.084 1.983 0.172 2.0 8.4 -3.3
B -1.031 -2.498 -0.506 0.0 0.6 1.6
C 1.613 2.294 1.488 1.5 -0.7 1.5
C 2.897 2.096 1.961 -0.8 0.1 -0.5
C 2.924 2.621 3.286 -0.8 0.3 0.1
C 1.657 3.088 3.548 1.3 -1.1 -1.2
C 1.084 3.729 4.713 -0.4 0.6 0.9
O 0.841 2.860 2.473 0.7 0.1 -0.5
C -2.297 -1.700 -0.768 -0.9 0.7 -0.9
C -3.002 -1.576 -1.961 0.6 -0.1 0.6
C -4.056 -0.656 -1.754 -0.1 0.3 0.8
C -3.962 -0.252 -0.439 1.5 -1.3 -1.1
C -4.741 0.660 0.366 -0.8 1.0 0.7
O -2.886 -0.848 0.164 -0.9 -0.3 -0.9
C -0.228 -2.948 -1.726 0.9 -1.3 -2.2
C -0.129 -4.113 -2.470 -0.4 0.9 1.0
C 0.948 -3.952 -3.384 0.7 1.3 0.0
C 1.455 -2.681 -3.168 -1.4 -1.7 0.3
C 2.597 -1.959 -3.695 0.9 0.6 -0.6
O 0.725 -2.049 -2.207 -0.4 -1.0 -0.3
O 2.157 1.751 -0.748 -1.4 0.0 0.3
H 2.998 2.799 -3.563 0.1 -0.2 0.0
H 3.415 1.206 -2.860 -0.2 0.1 0.0
H 1.960 1.408 -3.884 0.2 0.0 0.1
H 0.158 3.497 -2.694 0.1 -0.2 0.2
H -0.637 3.449 -0.087 0.2 -0.3 0.0
H 3.717 1.642 1.413 -0.3 0.1 0.1
H 3.782 2.644 3.951 -0.3 0.0 -0.1
H 1.745 3.541 5.564 -0.2 0.1 0.0
H 1.020 4.817 4.580 -0.1 -0.1 0.0
H 0.086 3.341 4.940 0.2 0.1 0.0
H -2.766 -2.095 -2.884 0.1 0.1 0.2
H -4.788 -0.304 -2.473 0.1 -0.1 0.2
H -5.603 0.998 -0.217 0.1 0.0 0.1
H -5.107 0.175 1.280 0.2 0.1 -0.1
H -4.152 1.541 0.651 -0.1 -0.2 0.1
H -0.747 -4.994 -2.327 0.2 0.2 0.0
H 1.325 -4.672 -4.104 -0.1 0.2 0.2
H 3.179 -2.622 -4.345 -0.1 0.2 0.1
H 2.278 -1.090 -4.288 0.1 -0.1 0.1
H 3.244 -1.601 -2.880 -0.2 -0.1 -0.2
```
Forces are in eV/Å.

Values from the calculation:
Orbital gap ... 4.6 eV
LUMO level ... 1.57 eV
Energy above the lowest of the compared OMol25 structures with the same formula, charge and spin ... 3.1800 eV
Total charge ... -1

How is the electron density shared among the atoms? According to Mulliken, the charges in e are:
1. N -0.807
2. C 0.280
3. C -0.568
4. C 0.691
5. C -1.205
6. N 1.217
7. O -0.717
8. O -0.672
9. C 1.484
10. C -0.903
11. N 0.763
12. O -0.635
13. O -0.229
14. N -0.818
15. C 0.843
16. H 0.757
17. H -1.243
18. C -1.413
19. C 0.604
20. C -1.015
21. C -0.814
22. C 3.124
23. B -0.061
24. C -0.701
25. C -0.509
26. C -0.858
27. C 0.500
28. C -1.306
29. O -0.305
30. C 0.411
31. C -0.848
32. C -0.890
33. C 0.589
34. C -1.178
35. O 0.059
36. C 0.567
37. C -0.967
38. C -0.742
39. C 0.420
40. C -0.962
41. O 0.080
42. O -0.296
43. H 0.379
44. H 0.280
45. H 0.295
46. H 0.469
47. H 0.564
48. H 0.603
49. H 0.449
50. H 0.359
51. H 0.249
52. H 0.306
53. H 0.520
54. H 0.411
55. H 0.397
56. H 0.241
57. H 0.133
58. H 0.510
59. H 0.439
60. H 0.370
61. H 0.126
62. H 0.175

***

(6)
C12H17N | ωB97M-V/def2-TZVPD

Structure (XYZ):
```
30
Properties=species:S:1:pos:R:3:forces:R:3
C -0.884 2.454 -0.662 -0.1 1.7 -1.3
C -1.617 1.163 -0.475 -0.1 -1.3 1.1
C -1.332 0.322 0.748 -0.6 1.1 -0.2
C -2.307 -0.235 1.535 1.8 -1.6 -0.6
N -1.644 -0.940 2.556 -1.4 0.2 0.6
C -0.309 -0.672 2.528 0.9 0.6 -1.3
C 0.714 -0.790 3.474 -1.0 -0.3 1.1
C 1.994 -0.379 3.198 0.1 -0.7 -1.2
C 2.281 0.078 1.888 0.0 0.9 0.6
C 1.267 0.364 1.003 -0.2 0.0 -0.3
C -0.060 0.029 1.319 0.2 0.0 0.9
H 0.161 2.424 -0.942 0.3 -0.5 0.1
H -0.934 3.230 0.114 -0.3 -0.6 0.3
H -1.370 2.929 -1.544 0.3 -0.1 0.4
H -2.678 1.411 -0.412 -0.1 -0.3 -0.4
H -1.418 0.445 -1.275 -0.3 0.6 -0.5
H -3.285 -0.551 1.195 -0.2 0.5 0.5
H -2.061 -1.758 2.967 0.1 0.2 0.4
H 0.391 -1.056 4.477 0.4 -0.4 0.0
H 2.816 -0.552 3.881 -0.2 0.3 0.2
H 3.275 0.453 1.679 0.1 -0.3 -0.2
H 1.479 0.835 0.050 0.1 0.0 0.1
C 0.938 -1.851 -3.342 1.4 0.4 1.8
C 0.365 -0.424 -3.466 0.0 -1.0 -1.7
H 0.643 -2.401 -2.446 -1.0 -0.2 -0.4
H 0.893 -2.444 -4.247 -0.3 -0.1 0.0
H 1.998 -1.790 -3.038 0.0 0.2 -0.7
H 1.164 0.190 -3.895 -0.3 0.3 0.4
H -0.377 -0.496 -4.276 -0.1 0.4 0.4
H -0.104 0.011 -2.592 0.3 -0.1 0.1
```
Forces are in eV/Å.

Values from the calculation:
SMILES string ... CCc1c[nH]c2ccccc12.CC
Orbital gap ... 8.8 eV
LUMO level ... 0.93 eV
Energy above the lowest of the compared OMol25 structures with the same formula, charge and spin ... 1.3413 eV

How is the electron density shared among the atoms? According to Mulliken, the charges in e are:
1. C -1.191
2. C -0.351
3. C 0.449
4. C -0.867
5. N -0.051
6. C -0.577
7. C -0.501
8. C -0.568
9. C -0.709
10. C -0.310
11. C 1.315
12. H 0.283
13. H 0.371
14. H 0.367
15. H 0.320
16. H 0.072
17. H 0.341
18. H 0.265
19. H 0.368
20. H 0.367
21. H 0.353
22. H 0.255
23. C -0.937
24. C -0.314
25. H 0.317
26. H 0.299
27. H 0.264
28. H 0.277
29. H 0.349
30. H -0.258